# 1
Computed, not measured: 2 unconnected molecules or ions with the total composition C3H10N3, with ωB97M-V/def2-TZVPD.

The geometry in XYZ format:
```
16
Properties=species:S:1:pos:R:3:forces:R:3
C -1.8055 -1.6429 -2.0724 -0.663 1.362 0.307
C -0.0779 0.0235 -1.1252 -0.961 0.115 -2.752
C -0.6609 -0.9763 -2.1551 -0.150 0.309 0.617
N -1.0542 0.2569 -0.1799 -0.758 -0.100 0.704
N -0.8568 0.2608 1.0219 0.965 -0.497 0.234
N 1.4575 0.5191 2.5322 -0.483 -3.452 0.135
H -2.1009 -2.3241 -2.8833 0.048 0.334 0.659
H -2.5428 -1.2696 -1.3141 0.583 -1.148 -0.659
H 0.9275 -0.2291 -0.9412 1.220 -0.515 1.320
H -0.0402 1.0351 -1.5629 0.009 -0.105 -0.563
H -0.0324 -1.1042 -2.9937 0.837 -0.313 -0.684
H 0.0825 0.1492 1.6195 0.109 0.360 -0.435
H -1.7150 0.4173 1.4853 -1.069 0.377 1.313
H 1.8461 -0.3869 2.9239 -0.735 1.550 -0.386
H 1.1060 1.0818 3.2915 0.769 0.621 -0.117
H 2.1549 0.8274 1.8817 0.277 1.102 0.306
```
Positions in Å, forces in eV/Å.

Relative energy (zero: lowest compared OMol25 entry of this formula, charge and spin)   398.3 kJ/mol
HOMO level   -13.8 eV
Charge   +1

=====

# 2
Computed, not measured: 2 unconnected molecules or ions with the total composition C3H10N3, with ωB97M-V/def2-TZVPD.

The geometry in XYZ format:
```
16
Properties=species:S:1:pos:R:3:forces:R:3
C -2.1069 0.0661 1.5494 0.203 0.402 1.290
N -1.1573 -0.7119 1.2694 -0.135 -0.297 -1.100
H -2.1060 0.5098 2.5559 -0.778 -0.537 -0.306
H -2.8352 0.2644 0.7950 -0.206 0.814 -0.452
H -0.7951 -0.8164 0.2847 0.105 -0.694 0.383
H -0.6181 -1.1551 1.9844 0.964 0.256 0.559
C 0.0391 -0.0237 -1.8541 -0.021 -0.255 -1.591
N 0.7344 -0.5230 -0.6748 0.417 0.831 0.652
C 1.4854 0.5006 -0.0477 1.600 0.287 0.947
N 2.4058 0.2819 0.8217 -1.572 -0.004 -1.011
H -0.1540 -0.8442 -2.5542 -0.097 0.039 0.307
H -0.9369 0.4271 -1.6035 0.400 -0.057 0.015
H 0.6248 0.7053 -2.4588 -0.310 -0.310 0.627
H 1.3255 -1.3450 -0.7537 -0.277 -0.088 -0.372
H 1.2687 1.5020 -0.4415 -0.217 -0.142 0.188
H 2.8256 1.1622 1.1279 -0.077 -0.246 -0.136
```
Positions in Å, forces in eV/Å.

Relative energy (zero: lowest compared OMol25 entry of this formula, charge and spin)   286.5 kJ/mol
HOMO level   -13.7 eV
Charge   +1

=====

Number 1: energy -7734.1360 eV. Number 2: energy -7735.2949 eV.